# 1
Here is a cluster of 2 separate species, C7H14NOPS in total in a non-equilibrium geometry from the Open Molecules 2025 dataset. Energies are from the ωB97M-V functional and the def2-TZVPD basis.

Geometry as ORCA input:
```
! RIJCOSX wB97M-V def2-TZVPD def2/J DEFGRID3
* xyz 0 1
S -0.618 2.073 0.594
C 0.295 0.504 0.718
C 1.575 0.457 1.543
C 1.762 -1.100 1.565
C 0.407 -1.692 0.975
C 0.515 -1.592 -0.595
C 0.533 -0.030 -0.720
C -0.623 -0.567 1.347
H 0.385 2.941 0.743
H 1.361 0.752 2.571
H 2.352 0.999 1.069
H 2.555 -1.452 0.775
H 2.248 -1.504 2.512
H 0.224 -2.739 1.267
H -0.478 -1.852 -1.169
H 1.459 -2.082 -1.040
H 1.452 0.330 -1.070
H -0.371 0.340 -1.184
H -1.553 -0.758 0.742
H -0.760 -0.385 2.391
H -1.856 3.196 -3.105
N -2.385 2.401 -2.804
P -1.851 0.958 -3.001
O -3.023 0.058 -2.234
H -3.601 0.743 -1.891
*
```

Its structure (SMILES) is S[C@]12CC[C@H](CC1)C2.[H]/N=P/O. The calculation puts the frontier orbital gap at 9.19 eV. The calculation puts the HOMO energy at -8.8 eV. The LUMO energy comes out at 0.36 eV.

natural (NBO) population analysis, charges in e, atoms 1 to 5:
1 S -0.034
2 C -0.098
3 C -0.436
4 C -0.414
5 C -0.220

---

# 2
Here is a structure of composition C37H41N7OPRe in a non-equilibrium geometry from the Open Molecules 2025 dataset. Energies are from the ωB97M-V functional and the def2-TZVPD basis.

Geometry as ORCA input:
```
! RIJCOSX wB97M-V def2-TZVPD def2/J DEFGRID3
* xyz 3 4
Re 11.104 10.892 8.432
C 12.143 9.337 9.698
C 12.065 9.780 11.168
C 13.353 10.067 11.644
C 14.299 9.738 10.649
C 13.630 9.209 9.532
C 14.219 8.285 8.543
C 15.789 9.610 10.931
C 13.757 10.692 12.911
C 10.873 9.630 11.980
C 11.420 7.996 9.428
H 13.519 8.099 7.724
H 14.352 7.282 9.030
H 15.240 8.563 8.149
H 16.122 10.242 11.734
H 16.386 9.846 10.049
H 15.986 8.568 11.184
H 14.551 11.450 12.848
H 14.113 9.985 13.657
H 12.917 11.179 13.395
H 10.973 10.198 12.902
H 10.714 8.567 12.254
H 9.992 9.914 11.397
H 11.927 7.117 9.884
H 11.294 7.808 8.370
H 10.453 8.012 9.896
N 8.058 11.448 7.677
P 8.812 10.103 8.428
C 8.210 8.740 7.366
C 6.872 8.394 7.578
C 6.311 7.369 6.764
C 7.080 6.745 5.769
C 8.428 7.156 5.602
C 8.968 8.110 6.414
C 7.956 9.919 10.031
C 7.925 8.696 10.648
C 7.309 8.524 11.876
C 6.639 9.589 12.459
C 6.511 10.803 11.781
C 7.119 10.973 10.549
C 8.774 12.505 7.141
C 8.150 13.581 6.476
C 8.949 14.540 5.893
C 10.325 14.503 6.022
C 10.839 13.459 6.736
N 10.135 12.410 7.260
H 7.067 11.435 7.424
H 6.352 8.857 8.431
H 5.307 7.118 6.999
H 6.755 5.872 5.217
H 9.077 6.571 4.929
H 9.945 8.389 6.229
H 8.448 7.794 10.243
H 7.338 7.565 12.372
H 6.147 9.457 13.417
H 5.896 11.571 12.158
H 7.003 11.853 9.914
H 7.070 13.537 6.350
H 8.490 15.315 5.305
H 11.040 15.235 5.608
H 11.886 13.433 6.936
N 9.684 16.180 13.406
C 10.233 15.471 12.701
C 10.547 14.474 11.721
C 11.795 13.890 11.476
C 11.926 12.810 10.673
N 10.881 12.312 9.996
C 9.663 12.827 10.221
C 9.468 13.928 11.041
H 12.628 14.354 11.948
H 12.879 12.360 10.509
H 8.803 12.434 9.668
H 8.434 14.301 11.133
C 15.950 11.646 5.189
N 14.720 11.343 5.861
C 13.798 10.327 5.415
C 12.794 10.408 6.459
O 11.747 9.729 6.667
N 13.094 11.365 7.361
C 14.255 11.913 6.953
N 14.896 12.895 7.555
H 16.039 12.741 5.032
H 15.848 11.203 4.215
H 16.795 11.180 5.645
H 14.240 9.343 5.272
H 13.353 10.580 4.459
H 14.556 13.232 8.448
H 15.791 13.189 7.191
*
```

The calculation puts the frontier orbital gap (alpha / beta) at 8.02 / 6.45 eV. The calculation puts the HOMO energy (alpha / beta) at -16.3 / -16.3 eV. The LUMO energy (alpha / beta) comes out at -8.23 / -9.81 eV. Its expectation value of S² is 3.780.

Löwdin population analysis, charges in e, atoms 1 to 5:
1 Re 1.386
2 C -0.379
3 C -0.176
4 C -0.187
5 C -0.144

---

# 3
Here is a cluster of 3 separate species, C3H11NO4 in total in a non-equilibrium geometry from the Open Molecules 2025 dataset. Energies are from the ωB97M-V functional and the def2-TZVPD basis.

Geometry as ORCA input:
```
! RIJCOSX wB97M-V def2-TZVPD def2/J DEFGRID3
* xyz 0 1
C 0.946 -0.149 -0.127
C -0.320 0.512 0.294
O -1.385 -0.091 0.343
N -0.315 1.864 0.508
C 0.709 2.809 0.182
O 0.903 3.021 -1.202
H 1.493 0.426 -0.856
H 0.759 -1.135 -0.555
H 1.623 -0.331 0.703
H -1.240 2.262 0.537
H 1.641 2.579 0.704
H 0.398 3.797 0.520
H 1.292 2.269 -1.655
O -3.085 -0.044 2.632
H -2.550 -0.103 1.806
H -2.709 0.742 3.066
O 0.565 -6.039 -2.657
H 1.065 -5.557 -1.994
H 0.212 -6.833 -2.248
*
```

Its structure (SMILES) is CC(=O)NCO.O.O. The calculation puts the frontier orbital gap at 10.89 eV. The calculation puts the HOMO energy at -10.5 eV. The LUMO energy comes out at 0.41 eV.

natural (NBO) population analysis, charges in e, atoms 1 to 5:
1 C -0.720
2 C 0.694
3 O -0.631
4 N -0.634
5 C 0.079

---

# 4
Here is a structure of composition CHClFO2S2 in a non-equilibrium geometry from the Open Molecules 2025 dataset. Energies are from the ωB97M-V functional and the def2-TZVPD basis.

Geometry as ORCA input:
```
! RIJCOSX wB97M-V def2-TZVPD def2/J DEFGRID3
* xyz -1 1
C -0.559 -1.496 1.513
O -1.895 0.716 2.303
O 0.608 0.950 2.225
F -0.800 -1.852 2.800
S -0.902 0.999 -0.348
S -0.618 0.347 1.715
Cl -2.224 -1.658 0.819
H -1.469 -0.110 -0.388
*
```

The calculation puts the frontier orbital gap at 7.39 eV. The calculation puts the HOMO energy at -4.1 eV. The LUMO energy comes out at 3.31 eV.

natural (NBO) population analysis, charges in e, atoms 1 to 5:
1 C -0.211
2 O -0.956
3 O -0.941
4 F -0.395
5 S -0.333